(1)
Formula: C6H15ClMnN3
Source: the Open Molecules 2025 dataset
Level of theory: ωB97M-V with the def2-TZVPD basis set

Positions of all 26 atoms, in Å:
Mn 0.012 -0.934 -1.411
C 1.086 1.551 -0.318
C 2.101 0.441 -0.186
N 1.389 -0.864 0.085
C 0.698 -1.019 1.426
C -0.682 -1.606 1.228
N -1.361 -0.892 0.090
C -1.789 0.548 0.336
C -1.434 1.403 -0.855
N -0.010 1.093 -1.267
H 1.566 2.442 -0.721
H 0.631 1.830 0.630
H 2.814 0.622 0.625
H 2.684 0.305 -1.097
H 2.040 -1.643 -0.068
H 0.681 -0.042 1.904
H 1.313 -1.684 2.032
H -1.309 -1.490 2.116
H -0.645 -2.668 0.983
H -2.163 -1.447 -0.230
H -1.308 0.878 1.255
H -2.868 0.551 0.499
H -1.547 2.466 -0.639
H -2.073 1.181 -1.711
H 0.151 1.526 -2.183
Cl 0.024 -2.548 -2.522

Properties
Spin multiplicity = 4
Frontier orbital gap (spin up / spin down) = 7.47 / 9.97 eV
Total charge = +3
HOMO level (spin up / spin down) = -24.247 / -24.642 eV
Energy = -54745.1062 eV
Largest force on an atom = 0.056 hartree/bohr

=====

(2)
Formula: C5H5NS2
Source: the Open Molecules 2025 dataset
Level of theory: ωB97M-V with the def2-TZVPD basis set

Positions of all 13 atoms, in Å:
C 1.768 -1.206 0.025
C 1.047 -0.062 -0.037
C -0.605 -0.202 -0.054
C -0.109 2.394 -0.263
C -1.126 -1.592 0.143
N 2.419 -2.169 0.068
S 1.612 1.538 -0.063
S -1.416 1.300 0.150
H -0.048 3.376 0.462
H -0.010 2.695 -1.282
H -0.427 -2.224 -0.404
H -2.157 -1.794 0.058
H -0.948 -2.056 1.197

Properties
Frontier orbital gap (spin up / spin down) = 7.33 / 6.89 eV
Total charge = 0
HOMO level (spin up / spin down) = -7.647 / -7.521 eV
Relative energy (zero: lowest compared OMol25 entry of this formula, charge and spin) = 254.98 kJ/mol
Energy = -28423.3319 eV
Largest force on an atom = 0.158 hartree/bohr

=====

(3)
Formula: C5H5ClO2
Source: the Open Molecules 2025 dataset
Level of theory: ωB97M-V with the def2-TZVPD basis set

Positions of all 13 atoms, in Å:
C -0.624 0.822 1.412
C 0.650 0.734 1.198
C -1.271 -1.350 -1.112
C -0.943 -0.105 -0.766
C 1.935 0.585 1.123
O -1.586 0.490 0.376
O -0.133 0.698 -1.539
Cl -0.408 -2.082 -2.505
H -1.236 1.038 2.392
H 2.447 -0.405 1.220
H -1.570 -2.128 -0.456
H 2.528 1.537 0.838
H 0.210 0.165 -2.181

Properties
Frontier orbital gap = 9.95 eV
Total charge = 0
HOMO level = -9.211 eV
Relative energy (zero: lowest compared OMol25 entry of this formula, charge and spin) = 328.90 kJ/mol
Energy = -21879.6397 eV
Largest force on an atom = 0.107 hartree/bohr

=====

(4)
Formula: C12H31BFNO2Rb
Source: the Open Molecules 2025 dataset
Level of theory: ωB97M-V with the def2-TZVPD basis set

Positions of all 49 atoms, in Å:
Rb 19.714 -26.130 0.162
F 19.526 -24.586 -2.334
B 21.474 -28.514 1.972
H 21.826 -28.728 3.065
H 20.819 -29.451 1.712
H 20.844 -27.553 1.870
H 22.395 -28.492 1.251
C 23.928 -25.514 -4.472
C 22.470 -25.941 -4.785
C 22.490 -26.943 -5.949
C 22.944 -28.349 -5.547
C 22.089 -28.813 -4.365
C 22.079 -27.841 -3.179
N 21.776 -26.468 -3.607
O 21.724 -25.516 -2.584
C 20.934 -28.278 -2.262
C 23.367 -27.949 -2.356
C 21.688 -24.728 -5.307
H 24.687 -26.289 -4.560
H 23.948 -25.117 -3.454
H 24.215 -24.671 -5.106
H 21.477 -27.014 -6.355
H 23.155 -26.570 -6.731
H 23.989 -28.290 -5.227
H 22.875 -29.078 -6.354
H 22.435 -29.799 -4.051
H 21.041 -28.904 -4.667
H 20.761 -29.354 -2.318
H 21.213 -28.060 -1.229
H 20.003 -27.794 -2.568
H 24.254 -27.831 -2.991
H 23.480 -27.193 -1.579
H 23.533 -28.909 -1.859
H 22.313 -24.141 -5.992
H 21.389 -23.984 -4.569
H 20.819 -25.036 -5.888
H 20.750 -25.300 -2.473
C 21.299 -22.582 1.282
C 20.503 -23.104 2.453
C 18.984 -22.810 2.303
O 20.717 -24.523 2.484
H 21.272 -21.494 1.200
H 20.978 -23.022 0.334
H 22.360 -22.838 1.350
H 20.861 -22.690 3.402
H 18.843 -21.852 1.797
H 18.576 -22.635 3.301
H 18.498 -23.589 1.725
H 20.144 -24.866 3.181

Properties
Frontier orbital gap = 6.69 eV
Total charge = -1
HOMO level = -4.661 eV
Relative energy (zero: lowest compared OMol25 entry of this formula, charge and spin) = 18.85 kJ/mol
Energy = -22581.1058 eV
Largest force on an atom = 0.038 hartree/bohr

=====

(5)
Formula: C2H7ClOS
Source: the Open Molecules 2025 dataset
Level of theory: ωB97M-V with the def2-TZVPD basis set

Positions of all 12 atoms, in Å:
C 0.937 0.061 -0.677
C -0.002 0.548 0.420
H 2.667 0.231 0.188
H 1.158 0.884 -1.372
H 0.452 -0.735 -1.245
H 0.458 1.342 1.011
H -0.272 -0.275 1.083
H -1.478 -1.595 0.898
H -2.615 -0.107 0.354
O 2.106 -0.493 -0.112
S -1.908 -1.069 -0.261
Cl -1.504 1.209 -0.286

Properties
Frontier orbital gap = 8.48 eV
Total charge = 0
HOMO level = -7.803 eV
Relative energy (zero: lowest compared OMol25 entry of this formula, charge and spin) = 283.41 kJ/mol
Energy = -27588.9100 eV
Largest force on an atom = 0.159 hartree/bohr

=====

(6)
Formula: C4H6LiO2Rh
Source: the Open Molecules 2025 dataset
Level of theory: ωB97M-V with the def2-TZVPD basis set

Positions of all 14 atoms, in Å:
O 1.166 -1.940 0.837
C 0.844 -1.856 -0.453
C -0.542 -1.734 -0.737
Rh 2.582 0.044 0.155
Li -0.067 -0.224 2.211
H -1.234 -2.052 0.068
H -0.879 -1.778 -1.778
C -0.074 1.438 0.602
C -0.831 0.581 -0.225
O 1.269 1.716 0.244
H -0.555 2.354 0.959
H -1.720 -0.035 -0.334
H -1.274 1.241 -0.988
H 1.313 2.245 -0.563

Properties
Spin multiplicity = 6
Frontier orbital gap (spin up / spin down) = 6.52 / 6.41 eV
Total charge = +1
HOMO level (spin up / spin down) = -10.830 / -11.929 eV
Energy = -11536.7338 eV
Largest force on an atom = 0.089 hartree/bohr